Entry from the Open Molecules 2025 dataset: one molecule with the formula C21H20N2O4S (ωB97M-V/def2-TZVPD).

Output
2S+1 ... 1
SMILES ... CC(=O)c1cccc(NS(=O)(=O)c2cc(-c3cnc(C4CC4)o3)ccc2C)c1
HOMO ... -0.3009 Eh
Relative energy (zero: lowest compared OMol25 entry of this formula, charge and spin) ... 449.2 kcal/mol
Charge ... 0
E_tot ... -44089.284 eV

Element x y z (Å)
C  1.5391  0.7884  0.9507
O  -0.6932  -0.3280  -2.3224
C  2.4677  -1.8408  -0.2403
H  -5.2093  0.6197  2.5660
H  -0.8869  -3.4031  0.3675
C  2.8566  1.0588  0.4554
O  5.3558  0.4478  0.7009
C  0.2248  -1.9723  -0.8454
O  -1.9202  1.5132  0.4424
C  4.2947  2.8144  -0.9881
H  -5.0217  -0.7174  0.3693
C  -2.2491  -2.1072  -1.3643
C  2.2869  -2.8526  0.8604
H  -0.2707  3.2504  -0.8306
C  -0.9597  0.9662  0.8996
S  4.1132  0.1000  0.8357
H  4.2511  2.5959  -1.9497
C  1.4486  -1.5529  -1.2019
C  -5.4376  0.0221  0.1655
H  1.4225  -0.0151  1.6020
H  0.9692  -3.8554  1.6952
H  1.4088  -0.5612  -1.8920
C  1.7779  2.9586  -0.9600
H  3.1280  -2.8982  1.1874
H  3.8680  -0.8280  -1.2988
H  -2.1083  -3.2787  -1.6097
H  -0.8588  -0.7303  2.2973
N  3.7916  -1.3042  -0.5382
C  -0.0183  -2.8894  0.0734
C  -0.8242  -1.4101  -1.5991
H  -6.0976  0.1988  -0.8070
H  4.5372  3.7858  -0.8750
H  1.9330  3.6161  -1.5463
C  -1.2608  -0.1276  1.5788
C  1.1159  -3.2811  0.7878
H  -6.2923  1.7828  1.3859
C  -5.5150  0.8680  1.3159
C  0.5314  1.6023  0.3654
O  3.7797  -0.6210  1.9229
C  -3.0550  0.8078  0.5796
C  0.5428  2.6215  -0.3281
C  2.8609  2.3728  -0.3300
H  -2.8872  -1.8188  -2.1001
N  -2.6389  -0.0673  1.3886
C  -4.3557  1.2281  0.3498
H  5.1130  2.3138  -0.8369
H  -2.5079  -2.0437  -0.4429
H  -4.5500  2.1711  -0.2367



Entry from the Open Molecules 2025 dataset: a 2-piece molecular cluster, CH4N2O2 overall (ωB97M-V/def2-TZVPD).

Output
2S+1 ... 3
HOMO (spin up / spin down) ... -0.3019 / -0.3506 Eh
Relative energy (zero: lowest compared OMol25 entry of this formula, charge and spin) ... 97.0 kcal/mol
Charge ... 0
E_tot ... -8168.611 eV
⟨S²⟩ ... 2.033

Element x y z (Å)
H  -1.8501  -0.5886  0.3996
C  -1.6502  0.2936  -0.0259
N  0.9478  0.5059  0.1609
H  0.4733  -1.3286  0.1359
H  -2.1260  1.1889  0.2978
O  2.5012  -1.0689  -0.1318
O  1.5344  1.6062  0.0896
N  1.3165  -0.7002  0.0742
H  -1.1468  0.0917  -1.0002



Entry from the Open Molecules 2025 dataset: C17H22N3O7SSc as an isolated structure (ωB97M-V/def2-TZVPD).

Output
2S+1 ... 1
HOMO ... -0.4283 Eh
Charge ... +2
E_tot ... -68306.323 eV

Element x y z (Å)
O  1.7486  0.2217  -6.0740
H  -2.1647  3.1176  -1.1028
N  -0.0016  1.7081  1.0551
H  -1.3200  3.9226  -5.8351
C  1.7845  -2.4750  0.8107
Sc  0.0747  -0.1945  1.8771
H  2.0965  1.7254  0.9328
O  -1.1609  -0.5774  3.5699
C  -1.1628  2.1573  0.5090
C  -0.6648  3.4977  -5.0838
H  0.4421  -2.3769  -1.4080
C  2.3893  -2.0692  2.1401
H  -2.0574  -2.1731  -0.7880
O  2.4546  0.2335  -3.7465
C  1.1753  2.0133  0.4334
O  1.3634  -1.4715  3.0033
H  -2.0729  1.9417  1.0575
H  -2.3900  -2.7409  2.1968
H  -1.1147  -3.1581  0.3550
C  -1.2363  -2.1597  -0.0712
O  1.0064  -1.3369  0.3347
H  2.5755  -2.6948  0.0920
H  -0.0538  -0.9760  5.2534
C  -0.9405  3.6631  -3.7225
H  -0.1223  -0.7024  -1.2527
S  2.3865  0.9610  -5.0152
C  -2.5445  -0.7905  3.1539
O  -1.5564  -1.2438  1.0245
C  0.4724  -2.3934  3.7036
H  -3.1162  -1.2207  3.9754
H  2.1118  2.7590  -1.3175
H  3.1411  -1.2905  2.0214
N  0.3521  2.7721  -5.5297
C  0.0293  3.1661  -2.8753
C  -0.5384  -1.5536  4.4686
H  -1.8388  4.1626  -3.3872
H  -0.0156  -3.0460  2.9725
H  2.8409  -2.9222  2.6461
N  1.1027  2.5221  -3.3241
H  1.1303  -3.3440  0.9028
H  1.0616  -3.0125  4.3810
C  -0.0256  2.9492  -1.4196
H  -1.3005  -2.1967  4.9074
O  3.5774  1.6981  -5.3487
C  -1.2090  2.8262  -0.6898
C  0.0344  -1.6389  -0.7168
C  -2.5931  -1.6987  1.9392
H  -3.5665  -1.6336  1.4519
H  -2.9357  0.2027  2.9384
C  1.1828  2.6174  -0.7851
C  1.1686  2.2530  -4.6140